Record 1
C24H31Br3F18NiO13V | ωB97M-V with the def2-TZVPD basis set

Its total energy is -13883.1820 a.u. The spin multiplicity is 5. As for the expectation value of S²: 6.02. The LUMO energy (spin up / spin down) comes out at -0.1187 / -0.1473 hartree. As for the total charge: +1. As for the HOMO-LUMO gap (spin up / spin down): 8.3 / 8.1 eV.

Each line ends with the Löwdin charge.
Geometry (Å):
1 Ni 1.80032 1.38301 -0.70450  0.546
2 V 2.00104 1.37667 2.63986  0.163
3 Br 0.69625 3.34034 2.46940  0.278
4 Br 3.91001 2.00012 0.13886  0.259
5 Br 3.83022 1.15828 4.01442  0.314
6 O 1.28849 0.51158 0.99028  -0.455
7 H 0.35931 0.37274 1.13071  -0.004
8 C 2.53965 5.65071 -2.18017  -0.036
9 C 2.15635 5.23147 -0.76609  -0.172
10 O 0.71054 5.41917 -0.56708  0.003
11 C -0.14837 4.50516 -1.00012  -0.424
12 O 0.07447 3.42779 -1.40704  0.136
13 C -1.58216 5.07125 -0.72878  -0.473
14 F -2.13469 4.48658 0.31653  0.175
15 F -1.51916 6.39637 -0.53584  0.174
16 F -2.40015 4.82719 -1.84374  0.111
17 H 2.54848 6.76189 -2.25626  0.098
18 H 1.74551 5.28176 -2.85904  0.088
19 H 3.51231 5.29683 -2.44967  0.072
20 H 2.50762 5.92546 -0.03760  0.123
21 H 2.39412 4.19306 -0.48131  0.025
22 C -2.42213 -0.40390 2.22102  -0.025
23 C -2.04872 0.64216 3.29236  -0.094
24 O -1.39325 0.09119 4.51146  0.105
25 C -0.14650 0.23399 4.74486  -0.314
26 O 0.68665 0.74517 4.00518  -0.104
27 C 0.36859 -0.44565 6.07399  -0.551
28 F 1.37367 -1.27526 5.71644  0.158
29 F 0.84743 0.36961 6.94091  0.242
30 F -0.62402 -1.15330 6.62576  0.180
31 H -1.52759 -1.00440 1.90900  0.073
32 H -2.77742 0.00722 1.29970  0.048
33 H -3.09232 -1.09723 2.66291  0.076
34 H -2.98356 1.05288 3.60101  0.122
35 H -1.35452 1.40975 2.90612  0.071
36 C -5.27854 -4.48339 0.88989  -0.045
37 C -4.85182 -4.86941 -0.55624  -0.150
38 O -3.48472 -4.40421 -0.82752  0.045
39 C -3.35499 -3.09378 -0.88500  -0.370
40 O -4.15614 -2.22809 -0.63618  0.129
41 C -1.86421 -2.75107 -1.37108  -0.560
42 F -1.93898 -2.60929 -2.66368  0.213
43 F -1.55481 -1.58738 -0.76550  0.131
44 F -0.99752 -3.63805 -0.93773  0.197
45 H -6.20820 -4.98730 1.14731  0.087
46 H -5.29053 -3.42815 0.99956  0.047
47 H -4.43937 -4.88407 1.47321  0.087
48 H -5.58401 -4.43627 -1.24189  0.126
49 H -4.86339 -5.93749 -0.68363  0.118
50 C 5.74708 -2.91051 3.35728  -0.066
51 C 4.89035 -1.96827 2.63204  -0.210
52 O 3.71172 -2.74416 2.22981  0.050
53 C 2.59132 -2.03130 2.20615  -0.360
54 O 2.53535 -0.85947 2.38152  -0.036
55 C 1.37432 -3.01120 1.95597  -0.524
56 F 1.54080 -3.82592 0.95248  0.216
57 F 1.00018 -3.60754 3.10303  0.181
58 F 0.35299 -2.21554 1.59089  0.126
59 H 6.73418 -2.53404 3.49145  0.075
60 H 5.75295 -3.86030 2.73806  0.111
61 H 5.32308 -3.18235 4.35725  0.104
62 H 5.39696 -1.54028 1.78501  0.133
63 H 4.49341 -1.17734 3.30805  0.035
64 C -4.84048 0.82935 -0.57714  -0.042
65 C -4.08295 2.09327 -1.01835  -0.120
66 O -3.16399 1.69908 -2.11370  0.057
67 C -2.00251 1.21544 -1.81741  -0.404
68 O -1.54381 1.04772 -0.69985  0.096
69 C -1.18293 0.74224 -3.07907  -0.523
70 F -1.99950 0.13917 -3.88902  0.215
71 F -0.53239 1.76968 -3.70051  0.140
72 F -0.19262 -0.13014 -2.80675  0.134
73 H -5.66613 0.59433 -1.27997  0.101
74 H -5.17707 0.95041 0.43513  0.077
75 H -4.22824 -0.06739 -0.53983  0.034
76 H -3.54304 2.55704 -0.25256  0.080
77 H -4.75242 2.84681 -1.47583  0.141
78 C 2.64044 -0.28440 -6.44610  -0.039
79 C 2.17039 0.08045 -5.06490  -0.150
80 O 2.72989 -0.85352 -4.07407  0.114
81 C 2.66795 -0.58648 -2.84204  -0.388
82 O 2.45309 0.51631 -2.36017  0.024
83 C 2.84752 -1.76627 -1.95058  -0.530
84 F 1.97888 -2.75396 -2.17981  0.196
85 F 4.09764 -2.24175 -2.08014  0.200
86 F 2.60008 -1.40877 -0.69432  0.163
87 H 3.71978 -0.40494 -6.31235  0.094
88 H 2.37202 0.58496 -7.07730  0.106
89 H 2.23247 -1.21987 -6.79826  0.085
90 H 1.07826 0.00266 -4.97057  0.126
91 H 2.54576 1.06508 -4.75852  0.138

***

Record 2
CH16O17P2 | ωB97M-V with the def2-TZVPD basis set

Its total energy is -2009.4899 a.u. The spin multiplicity is 2. As for the expectation value of S²: 0.76. The LUMO energy (spin up / spin down) comes out at 0.2473 / 0.2324 hartree. As for the total charge: -3. As for the HOMO-LUMO gap (spin up / spin down): 4.3 / 3.9 eV.

Each line ends with the Löwdin charge.
Geometry (Å):
1 O 0.72892 0.55960 -0.54352  0.162
2 H 0.07675 1.02747 -0.01685  0.064
3 H 1.16352 -0.05307 0.05428  -0.009
4 H 0.21158 -0.02069 -1.10674  -0.042
5 O 0.20362 -3.19760 -0.43747  0.223
6 H 0.85573 -2.58231 -0.09427  0.020
7 H -0.63314 -2.74114 -0.32319  0.001
8 H 0.41414 -3.25889 -1.37210  0.137
9 O -2.20700 1.99860 -1.66318  0.226
10 H -2.93966 2.54620 -1.95462  0.136
11 H -2.16931 2.27867 -0.74571  0.058
12 H -2.45975 1.07512 -1.73315  -0.008
13 O -1.26040 -0.65166 2.11376  0.216
14 H -1.55586 -1.25543 1.42836  0.040
15 H -0.43222 -0.87654 2.54404  -0.007
16 H -1.07010 0.22478 1.77135  0.061
17 C -1.88452 2.50271 1.39540  -1.142
18 O -2.79914 3.10358 0.80748  -0.114
19 O -1.51065 2.84516 2.50708  -0.091
20 O -1.28166 1.61744 0.85769  -0.081
21 P -1.97203 -1.27748 -1.34939  -0.009
22 O -0.64694 -0.75203 -1.99225  -0.374
23 O -1.93731 -1.94682 0.02223  -0.355
24 O -2.29699 -2.27832 -2.51948  -0.542
25 O -3.14438 -0.31430 -1.62372  -0.401
26 P 1.95336 -0.86817 1.93368  -0.032
27 O 2.07231 0.65835 1.76660  -0.108
28 O 3.38567 -1.40299 2.20896  -0.312
29 O 1.54266 -1.42583 0.57923  -0.341
30 O 0.95883 -1.03481 3.04553  -0.273
31 O 3.82633 -1.02764 -0.80963  -0.084
32 H 3.37041 -0.92707 0.02599  -0.039
33 H 3.35057 -1.72546 -1.26011  0.012
34 O 2.46249 2.74958 -1.12997  -0.033
35 H 3.08024 2.92676 -1.83936  0.014
36 H 2.54390 3.50422 -0.54677  0.027

***

Record 3
C3H4Cl2O2S | ωB97M-V with the def2-TZVPD basis set

The SMILES is C=C(Cl)CS(=O)(=O)Cl. Its total energy is -1585.6992 a.u. The LUMO energy comes out at 0.0037 hartree. As for the total charge: 0. As for the HOMO-LUMO gap: 10.0 eV.

Each line ends with the Löwdin charge.
Geometry (Å):
1 C 0.56514 -0.79637 -0.42528  0.006
2 C 0.65626 0.44121 0.06586  -0.784
3 Cl 1.32445 1.64969 -0.96338  0.727
4 C 0.05306 1.11725 1.29619  -0.294
5 S -1.38036 2.04985 0.59600  0.270
6 O -2.60542 1.51211 1.07848  -0.328
7 O -1.28819 2.22791 -0.79658  -0.382
8 Cl -1.04992 3.82058 1.49109  0.414
9 H 0.93416 -0.85552 -1.41123  0.045
10 H 0.11990 -1.59956 0.22034  0.099
11 H -0.23864 0.31613 2.06909  0.136
12 H 0.80858 1.77377 1.80864  0.093

***

Record 4
C16H31BIrN6OS | ωB97M-V with the def2-TZVPD basis set

Its total energy is -1558.7967 a.u. The spin multiplicity is 2. As for the expectation value of S²: 0.76. The LUMO energy (spin up / spin down) comes out at -0.2970 / -0.3502 hartree. As for the total charge: +2. As for the HOMO-LUMO gap (spin up / spin down): 6.9 / 5.4 eV.

Each line ends with the Löwdin charge.
Geometry (Å):
1 Ir -0.25595 -0.42657 -0.45972  1.357
2 B 1.06333 2.80590 0.22151  -0.336
3 N -0.43197 2.53412 -0.18430  -0.036
4 C -1.33918 3.50644 -0.27682  -0.023
5 C -2.56649 2.97318 -0.65162  0.000
6 C -2.33968 1.62035 -0.77607  -0.112
7 N -1.04620 1.37925 -0.48064  -0.215
8 N 1.90635 1.47377 0.25674  -0.031
9 C 3.19257 1.44448 0.59082  -0.014
10 C 3.67535 0.13767 0.51472  0.006
11 C 2.59719 -0.61382 0.11776  -0.100
12 N 1.53488 0.21440 -0.02698  -0.215
13 H 1.08699 3.29773 1.31128  0.084
14 H 1.54861 3.53042 -0.59931  0.084
15 H -1.05257 4.52377 -0.06598  0.152
16 H -3.49103 3.49968 -0.80716  0.123
17 H -3.01278 0.81903 -1.03514  0.119
18 H 3.69341 2.36003 0.86119  0.154
19 H 4.67258 -0.20526 0.72541  0.124
20 H 2.50452 -1.67355 -0.05937  0.123
21 C -1.37920 -1.53899 2.33788  -0.084
22 O -0.93237 -1.31382 1.00228  -0.439
23 H -1.83382 -2.52592 2.37078  0.099
24 H -2.09945 -0.77079 2.61706  0.101
25 H -0.51624 -1.49239 3.00150  0.103
26 C 3.85569 -2.48657 -4.24501  -0.109
27 C 3.48179 -3.34112 -5.45353  -0.239
28 C 2.16127 -2.97452 -6.13046  -0.181
29 C 0.91846 -3.13548 -5.26297  -0.139
30 N 0.79430 -1.97935 -4.34165  0.053
31 C -0.11213 -1.68022 -3.44241  -0.642
32 S 0.19216 -0.11031 -2.63378  0.773
33 N -1.19026 -2.37509 -3.12594  0.041
34 C -1.83239 -3.49956 -3.84933  -0.150
35 C -2.69498 -3.00997 -5.00510  -0.195
36 C -3.34105 -4.17508 -5.75632  -0.242
37 C -2.34347 -5.00409 -6.55934  -0.098
38 H 4.85642 -2.73613 -3.89579  0.083
39 H 3.18011 -2.64582 -3.39923  0.058
40 H 3.86477 -1.42010 -4.49440  0.080
41 H 3.45134 -4.39373 -5.16085  0.117
42 H 4.26943 -3.25510 -6.20271  0.119
43 H 2.02016 -3.61649 -7.00074  0.127
44 H 2.19625 -1.94894 -6.51518  0.128
45 H 0.98645 -4.04855 -4.66931  0.135
46 H 0.02540 -3.17955 -5.88394  0.106
47 H 1.55403 -1.31478 -4.41554  0.104
48 H -1.80755 -1.90610 -2.48082  0.109
49 H -2.43939 -4.01987 -3.10916  0.140
50 H -1.06528 -4.19198 -4.17469  0.097
51 H -2.08226 -2.42059 -5.69567  0.113
52 H -3.46511 -2.33886 -4.61525  0.120
53 H -4.09569 -3.76648 -6.42866  0.118
54 H -3.87727 -4.81253 -5.04812  0.117
55 H -1.75659 -4.36985 -7.22847  0.076
56 H -2.85967 -5.73490 -7.17921  0.084
57 H -1.65498 -5.56419 -5.92214  0.071

***

Record 5
C6H16NO | ωB97M-V with the def2-TZVPD basis set

Its total energy is -367.9343 a.u. The LUMO energy comes out at -0.1245 hartree. As for the total charge: +1. As for the HOMO-LUMO gap: 9.4 eV.

Each line ends with the Löwdin charge.
Geometry (Å):
1 C -0.29863 -1.25080 0.12387  -0.142
2 C -0.93914 -0.24546 1.03840  -0.185
3 C -0.89239 1.21102 0.51874  -0.201
4 C 0.49716 1.70987 0.12272  -0.218
5 C 1.56076 1.69196 1.19515  -0.179
6 C 1.35220 1.82759 2.48827  0.010
7 N -1.01708 -1.32669 -1.20671  0.211
8 H -0.19619 -2.27202 0.49292  0.137
9 H 0.72755 -0.94302 -0.08521  0.128
10 H -1.96189 -0.39603 1.37797  0.124
11 H -0.35767 -0.32358 1.95864  0.118
12 H -1.67014 1.50857 -0.16794  0.109
13 H -1.10075 1.74530 1.45225  0.106
14 H 0.40154 2.79324 -0.04052  0.127
15 H 0.84387 1.31328 -0.83424  0.101
16 H 2.58172 1.70578 0.83567  0.103
17 H 2.16917 1.87587 3.19327  0.066
18 H 0.38337 2.00518 2.93501  0.066
19 H -0.49962 -1.80430 -1.93265  0.107
20 H -1.94253 -1.73436 -1.06942  0.178
21 H -1.19052 -0.37047 -1.53156  0.161
22 H 0.41356 -3.58014 -3.26309  0.062
23 H 0.99917 -2.35396 -3.84878  0.061
24 O 0.13648 -2.78684 -3.75276  -0.050